Density functional theory data (ωB97M-V/def2-TZVPD) for an isolated molecule of C3H8N4S at a distorted geometry.

orbital gap	8.8	eV
energy above the lowest of the compared OMol25 structures with the same formula, charge and spin	67.1	kcal/mol
structure (SMILES)	[H]/N=C/N(S)/C=N/NC

```
! RIJCOSX wB97M-V def2-TZVPD def2/J DEFGRID3
* xyz 0 1
H 0.716 -1.790 3.143
N 0.186 -1.385 2.383
C 1.069 -1.054 1.541
N 0.772 -0.498 0.317
S 2.079 -0.400 -0.825
C -0.469 0.021 0.094
N -0.593 0.801 -0.893
N -1.895 1.167 -1.335
C -3.018 1.333 -0.345
H 2.115 -1.182 1.637
H 1.878 1.079 -1.166
H -1.111 -0.235 0.947
H -1.892 2.023 -1.943
H -3.909 1.619 -1.001
H -2.780 2.220 0.367
H -3.071 0.275 0.163
*
```

The molecule's natural (NBO) atomic charges, reported in e, are given here: atom 1 (H): 0.3474, atom 2 (N): -0.6972, atom 3 (C): 0.2777, atom 4 (N): -0.5569, atom 5 (S): 0.1522, atom 6 (C): 0.1640, atom 7 (N): -0.2958, atom 8 (N): -0.4539, atom 9 (C): -0.4568, atom 10 (H): 0.1660, atom 11 (H): 0.1657, atom 12 (H): 0.2164, atom 13 (H): 0.3589, atom 14 (H): 0.2170, atom 15 (H): 0.1868, atom 16 (H): 0.2083

---

Density functional theory data (ωB97M-V/def2-TZVPD) for a 5-piece molecular cluster, C44H95N4O2 overall at a distorted geometry.

orbital gap	9.0	eV

```
! RIJCOSX wB97M-V def2-TZVPD def2/J DEFGRID3
* xyz 3 1
C -5.216 6.451 2.010
C -4.529 5.112 2.484
C -4.438 4.048 1.327
C -3.902 2.704 1.819
N -4.283 1.541 0.838
C -5.836 1.412 0.845
C -6.196 -0.074 1.198
C -5.094 -0.449 2.134
C -3.915 0.203 1.472
C -3.727 1.734 -0.533
H -6.236 6.413 1.628
H -4.732 6.839 1.114
H -5.013 7.340 2.609
H -5.051 4.618 3.303
H -3.531 5.302 2.878
H -3.799 4.457 0.545
H -5.303 4.083 0.664
H -4.311 2.371 2.773
H -2.813 2.706 1.865
H -6.263 1.772 -0.091
H -6.231 2.154 1.540
H -6.153 -0.664 0.283
H -7.129 -0.143 1.758
H -4.756 -1.485 2.151
H -5.182 -0.126 3.171
H -3.668 -0.398 0.597
H -3.042 0.252 2.122
H -4.221 2.514 -1.114
H -3.736 0.831 -1.143
H -2.709 1.988 -0.237
C -2.780 -4.618 5.239
C -2.196 -3.380 4.645
C -0.697 -3.507 4.281
C -0.054 -2.120 3.821
N 1.491 -2.186 3.634
C 2.228 -2.577 4.937
C 3.541 -1.782 4.850
C 3.148 -0.412 4.282
C 1.982 -0.694 3.355
C 1.977 -3.111 2.476
C 1.260 -2.930 1.148
C 1.810 -3.904 0.087
H -2.304 -5.518 4.848
H -3.818 -4.898 5.058
H -2.770 -4.508 6.323
H -2.361 -2.576 5.363
H -2.765 -3.233 3.727
H -0.407 -4.268 3.557
H -0.188 -3.802 5.199
H -0.261 -1.340 4.554
H -0.454 -1.744 2.879
H 2.488 -3.634 4.987
H 1.582 -2.160 5.709
H 4.324 -2.273 4.272
H 4.017 -1.588 5.811
H 3.938 0.239 3.906
H 2.783 0.270 5.049
H 2.224 -0.595 2.297
H 1.270 0.107 3.555
H 1.960 -4.114 2.903
H 3.001 -2.757 2.356
H 1.345 -1.889 0.838
H 0.175 -3.003 1.223
H 2.703 -3.462 -0.355
H 0.981 -4.034 -0.609
H 2.004 -4.903 0.478
C -0.482 -5.156 -8.009
C -0.081 -4.622 -6.603
C -1.177 -3.727 -5.885
C -0.749 -3.374 -4.389
N -1.792 -2.501 -3.638
C -1.311 -2.233 -2.205
C -2.254 -2.880 -1.290
C -3.043 -3.816 -2.087
C -3.139 -3.223 -3.432
C -2.055 -1.079 -4.327
C -0.746 -0.317 -4.469
C -1.053 1.072 -5.103
H -0.628 -4.269 -8.625
H -1.363 -5.789 -7.899
H 0.284 -5.758 -8.497
H 0.827 -4.030 -6.717
H 0.212 -5.535 -6.083
H -2.199 -4.107 -5.905
H -1.186 -2.726 -6.316
H 0.156 -2.778 -4.512
H -0.552 -4.256 -3.780
H -1.203 -1.174 -1.970
H -0.319 -2.638 -2.003
H -2.812 -2.074 -0.814
H -1.873 -3.445 -0.439
H -4.028 -3.947 -1.639
H -2.565 -4.794 -2.148
H -3.838 -2.387 -3.403
H -3.413 -3.957 -4.190
H -2.808 -0.588 -3.711
H -2.550 -1.386 -5.248
H -0.035 -0.836 -5.112
H -0.161 -0.203 -3.557
H -1.396 0.924 -6.128
H -0.117 1.607 -5.262
H -1.811 1.718 -4.661
C 6.397 -0.354 -0.113
C 4.916 -0.078 0.061
C 4.397 1.180 -0.708
C 5.085 2.496 -0.330
N 4.258 3.784 -0.488
C 3.755 3.964 -2.000
C 4.972 4.479 -2.808
C 5.847 5.238 -1.816
C 5.174 5.032 -0.378
C 3.087 3.900 0.512
C 3.517 4.013 1.985
C 2.410 3.779 2.949
H 6.621 -1.299 0.381
H 7.106 0.205 0.498
H 6.730 -0.386 -1.150
H 4.566 -0.079 1.093
H 4.433 -0.909 -0.454
H 3.317 1.107 -0.573
H 4.577 0.968 -1.762
H 5.911 2.730 -1.001
H 5.553 2.448 0.653
H 2.913 4.656 -2.000
H 3.207 3.120 -2.416
H 4.646 4.980 -3.720
H 5.441 3.570 -3.184
H 5.880 6.283 -2.125
H 6.884 4.906 -1.851
H 4.509 5.882 -0.223
H 5.861 4.912 0.459
H 2.578 2.939 0.453
H 2.457 4.773 0.341
H 3.976 4.979 2.194
H 4.267 3.257 2.220
H 1.673 3.056 2.599
H 1.920 4.719 3.202
H 2.759 3.418 3.917
C 0.165 1.756 -0.697
C -0.331 0.969 0.582
O -0.207 1.556 1.694
O -0.915 -0.124 0.408
H -0.351 1.282 -1.532
H 1.234 1.772 -0.911
H -0.105 2.807 -0.593
*
```

Results of the Mulliken charge analysis, in e, for atoms 1 through 99: atom 1 (C): -1.3198, atom 2 (C): -0.4844, atom 3 (C): -0.7605, atom 4 (C): -1.0573, atom 5 (N): 0.8067, atom 6 (C): -0.8357, atom 7 (C): -0.7195, atom 8 (C): -0.6325, atom 9 (C): 0.4291, atom 10 (C): -1.3633, atom 11 (H): 0.3416, atom 12 (H): 0.3496, atom 13 (H): 0.3781, atom 14 (H): 0.3495, atom 15 (H): 0.3269, atom 16 (H): 0.4608, atom 17 (H): 0.5360, atom 18 (H): 0.5695, atom 19 (H): 0.4496, atom 20 (H): 0.4021, atom 21 (H): 0.4537, atom 22 (H): 0.3011, atom 23 (H): 0.4398, atom 24 (H): 0.3633, atom 25 (H): 0.3585, atom 26 (H): -0.7828, atom 27 (H): 0.3150, atom 28 (H): 0.2915, atom 29 (H): 0.6304, atom 30 (H): 0.2690, atom 31 (C): -1.3961, atom 32 (C): -0.0843, atom 33 (C): -0.7268, atom 34 (C): -0.6551, atom 35 (N): 0.6901, atom 36 (C): -0.6098, atom 37 (C): -1.1055, atom 38 (C): -0.5726, atom 39 (C): 0.2277, atom 40 (C): -1.2278, atom 41 (C): 0.9356, atom 42 (C): -1.2232, atom 43 (H): 0.3431, atom 44 (H): 0.3945, atom 45 (H): 0.3073, atom 46 (H): 0.4197, atom 47 (H): 0.0363, atom 48 (H): 0.4117, atom 49 (H): 0.4045, atom 50 (H): 0.6686, atom 51 (H): -0.0825, atom 52 (H): 0.3742, atom 53 (H): 0.4907, atom 54 (H): 0.3214, atom 55 (H): 0.5162, atom 56 (H): 0.3610, atom 57 (H): 0.4387, atom 58 (H): -0.2023, atom 59 (H): -0.0254, atom 60 (H): 0.5963, atom 61 (H): 0.3764, atom 62 (H): -0.1734, atom 63 (H): -0.1161, atom 64 (H): 0.2890, atom 65 (H): 0.1709, atom 66 (H): 0.4395, atom 67 (C): -1.3113, atom 68 (C): -0.5821, atom 69 (C): -0.4623, atom 70 (C): -1.2123, atom 71 (N): 1.0583, atom 72 (C): 0.3577, atom 73 (C): 0.9462, atom 74 (C): -0.9795, atom 75 (C): -0.6073, atom 76 (C): -1.0180, atom 77 (C): 0.0100, atom 78 (C): -1.6777, atom 79 (H): 0.3278, atom 80 (H): 0.3301, atom 81 (H): 0.3987, atom 82 (H): 0.3724, atom 83 (H): 0.3997, atom 84 (H): 0.3356, atom 85 (H): 0.2570, atom 86 (H): 0.4332, atom 87 (H): 0.5554, atom 88 (H): -0.7369, atom 89 (H): -0.1793, atom 90 (H): -0.6287, atom 91 (H): 0.0784, atom 92 (H): 0.4287, atom 93 (H): 0.4101, atom 94 (H): 0.4146, atom 95 (H): 0.3417, atom 96 (H): 0.4597, atom 97 (H): 0.6072, atom 98 (H): 0.2052, atom 99 (H): 0.4414

---

Density functional theory data (ωB97M-V/def2-TZVPD) for a 3-piece molecular cluster, C19H11BrN3O4S overall at a distorted geometry.

orbital gap	6.6	eV

```
! RIJCOSX wB97M-V def2-TZVPD def2/J DEFGRID3
* xyz 1 1
C 3.729 0.694 -0.424
C 3.992 1.805 -0.871
C 3.960 3.318 -1.159
C 5.155 4.219 -0.877
C 4.925 5.700 -1.216
N 3.764 6.225 -1.717
N 2.789 5.377 -1.957
N 1.610 5.952 -2.511
C 0.844 6.183 -1.493
S -0.241 5.902 -0.330
C 2.719 4.001 -1.749
Br 1.175 2.882 -2.188
H 3.384 -0.239 0.111
H 6.114 3.830 -0.439
H 5.797 6.393 -0.996
C -1.293 -1.198 -0.573
C -0.083 -0.996 -0.050
C 0.187 0.152 0.841
O 1.293 0.339 1.318
C -0.937 1.070 1.132
C -2.147 0.870 0.611
C -2.418 -0.280 -0.282
O -3.520 -0.464 -0.755
H -1.507 -2.033 -1.227
H 0.751 -1.658 -0.252
H -0.721 1.904 1.788
H -2.980 1.532 0.814
C -4.444 -5.040 1.385
C -3.917 -4.435 0.321
C -2.462 -4.472 0.060
O -1.981 -3.916 -0.911
C -1.613 -5.206 1.024
C -2.139 -5.812 2.088
C -3.596 -5.776 2.350
O -4.075 -6.329 3.318
H -5.507 -5.024 1.592
H -4.523 -3.893 -0.395
H -0.551 -5.222 0.816
H -1.532 -6.353 2.803
*
```

The molecule's natural (NBO) atomic charges, reported in e, are given here: atom 1 (C): -0.0498, atom 2 (C): -0.1304, atom 3 (C): -0.0355, atom 4 (C): -0.1225, atom 5 (C): 0.0397, atom 6 (N): -0.1435, atom 7 (N): 0.0009, atom 8 (N): -0.3255, atom 9 (C): 0.2151, atom 10 (S): 0.2883, atom 11 (C): 0.1569, atom 12 (Br): 0.2509, atom 13 (H): 0.2995, atom 14 (H): 0.2854, atom 15 (H): 0.2632, atom 16 (C): -0.2114, atom 17 (C): -0.2552, atom 18 (C): 0.4854, atom 19 (O): -0.5317, atom 20 (C): -0.2535, atom 21 (C): -0.2040, atom 22 (C): 0.4601, atom 23 (O): -0.4615, atom 24 (H): 0.2768, atom 25 (H): 0.2283, atom 26 (H): 0.2306, atom 27 (H): 0.2359, atom 28 (C): -0.2158, atom 29 (C): -0.2330, atom 30 (C): 0.4886, atom 31 (O): -0.5340, atom 32 (C): -0.2351, atom 33 (C): -0.2134, atom 34 (C): 0.4660, atom 35 (O): -0.4634, atom 36 (H): 0.2400, atom 37 (H): 0.2396, atom 38 (H): 0.2294, atom 39 (H): 0.2385

---

Density functional theory data (ωB97M-V/def2-TZVPD) for C41H36I2N3O7 as an isolated structure at a distorted geometry.

orbital gap	6.9	eV

```
! RIJCOSX wB97M-V def2-TZVPD def2/J DEFGRID3
* xyz 1 1
C 4.018 -0.161 1.648
C 2.881 -0.364 1.022
C 1.453 -0.415 0.247
C 1.180 -1.938 -0.303
O 2.351 -2.526 -0.904
C 2.731 -1.866 -2.144
C 1.701 -2.127 -3.380
C 0.562 -0.945 -3.510
N 0.834 -2.802 0.911
C -0.261 -2.125 1.687
N -1.506 -2.612 1.735
C -1.820 -3.895 0.988
O -1.963 -3.481 -0.421
O -3.280 -3.490 -0.730
N 0.152 -0.840 2.344
C 0.228 0.122 1.152
C 0.328 1.665 1.581
I 1.028 2.394 3.512
C -0.114 2.639 0.590
C -0.702 2.242 -0.864
I -0.041 4.810 1.000
H 5.065 0.223 1.964
H 1.586 0.233 -0.692
H 0.235 -1.968 -0.977
H 3.737 -2.355 -2.472
H 2.943 -0.740 -2.053
H 1.245 -3.182 -3.382
H 2.349 -2.006 -4.343
H 0.695 -0.157 -2.679
H -0.497 -1.421 -3.406
H 0.672 -0.408 -4.537
H 1.676 -2.773 1.514
H -2.206 -2.070 2.272
H -2.790 -4.392 1.343
H -0.957 -4.650 0.998
H -3.458 -2.831 -1.448
H -0.591 -0.501 2.983
H -0.752 -0.090 0.548
H -1.708 1.683 -0.753
H 0.030 1.498 -1.375
H -0.783 3.142 -1.590
C 1.315 4.099 6.191
C 0.734 4.161 7.455
C 0.454 5.395 8.034
C 0.768 6.573 7.352
C 1.372 6.511 6.097
C 1.635 5.271 5.512
C 1.754 7.752 5.386
O 2.280 7.697 4.286
C 1.498 9.057 6.033
C 1.905 10.234 5.400
C 1.655 11.467 5.995
C 0.991 11.531 7.219
C 0.589 10.360 7.855
C 0.850 9.120 7.267
C 0.450 7.881 7.968
O -0.127 7.934 9.041
H 1.525 3.134 5.735
H 0.496 3.246 7.990
H -0.004 5.437 9.018
H 2.094 5.216 4.528
H 2.421 10.193 4.445
H 1.978 12.381 5.504
H 0.790 12.493 7.679
H 0.075 10.416 8.810
C -1.287 -5.701 -2.522
C 0.029 -5.683 -2.981
C 0.295 -5.812 -4.341
C -0.757 -5.973 -5.246
C -2.072 -6.016 -4.784
C -2.336 -5.868 -3.420
C -3.191 -6.235 -5.727
O -4.342 -6.269 -5.323
C -2.893 -6.421 -7.163
C -3.934 -6.686 -8.057
C -3.663 -6.849 -9.413
C -2.356 -6.739 -9.882
C -1.316 -6.480 -8.995
C -1.582 -6.330 -7.632
C -0.466 -6.091 -6.692
O 0.680 -5.999 -7.101
H -1.494 -5.591 -1.463
H 0.849 -5.565 -2.278
H 1.322 -5.791 -4.693
H -3.359 -5.888 -3.055
H -4.956 -6.771 -7.699
H -4.473 -7.060 -10.105
H -2.147 -6.859 -10.941
H -0.299 -6.400 -9.367
*
```

The molecule's Mulliken atomic charges, reported in e, are given here: atom 1 (C): -0.4747, atom 2 (C): -0.7842, atom 3 (C): 0.5856, atom 4 (C): 0.2918, atom 5 (O): -0.4488, atom 6 (C): -0.4311, atom 7 (C): -0.0976, atom 8 (C): -0.2976, atom 9 (N): -0.2050, atom 10 (C): -0.1483, atom 11 (N): -0.0140, atom 12 (C): -0.4055, atom 13 (O): 0.0271, atom 14 (O): -0.4793, atom 15 (N): -0.4183, atom 16 (C): 0.3788, atom 17 (C): -0.4671, atom 18 (I): 0.4389, atom 19 (C): -0.3094, atom 20 (C): -0.6003, atom 21 (I): 0.1052, atom 22 (H): 0.3863, atom 23 (H): 0.3149, atom 24 (H): -0.0312, atom 25 (H): 0.3819, atom 26 (H): 0.2720, atom 27 (H): -0.2127, atom 28 (H): 0.4717, atom 29 (H): -0.2254, atom 30 (H): 0.1411, atom 31 (H): 0.3595, atom 32 (H): 0.3944, atom 33 (H): 0.3610, atom 34 (H): 0.3850, atom 35 (H): 0.2815, atom 36 (H): 0.3221, atom 37 (H): 0.3930, atom 38 (H): 0.3386, atom 39 (H): 0.2138, atom 40 (H): -0.0763, atom 41 (H): 0.4238, atom 42 (C): -0.6083, atom 43 (C): -0.9736, atom 44 (C): -0.5152, atom 45 (C): 0.2326, atom 46 (C): -0.0492, atom 47 (C): -0.2078, atom 48 (C): 0.5744, atom 49 (O): -0.6954, atom 50 (C): 0.2013, atom 51 (C): -0.5385, atom 52 (C): -0.4770, atom 53 (C): -0.4624, atom 54 (C): -0.5633, atom 55 (C): 0.1984, atom 56 (C): 0.6220, atom 57 (O): -0.6565, atom 58 (H): 0.6270, atom 59 (H): 0.3830, atom 60 (H): 0.4722, atom 61 (H): 0.5911, atom 62 (H): 0.4594, atom 63 (H): 0.3958, atom 64 (H): 0.3994, atom 65 (H): 0.4626, atom 66 (C): -0.1048, atom 67 (C): -0.3939, atom 68 (C): -0.8080, atom 69 (C): 0.3494, atom 70 (C): 0.2638, atom 71 (C): -1.0032, atom 72 (C): 0.5373, atom 73 (O): -0.6683, atom 74 (C): 0.2221, atom 75 (C): -0.5387, atom 76 (C): -0.4804, atom 77 (C): -0.4750, atom 78 (C): -0.5573, atom 79 (C): 0.1746, atom 80 (C): 0.6477, atom 81 (O): -0.6684, atom 82 (H): 0.2983, atom 83 (H): 0.4847, atom 84 (H): 0.4798, atom 85 (H): 0.5007, atom 86 (H): 0.4594, atom 87 (H): 0.4046, atom 88 (H): 0.4008, atom 89 (H): 0.4620